{"formula": "C30H87N3O21", "method": "ωB97M-V/def2-TZVPD", "species": ["C", "C", "C", "O", "C", "N", "H", "H", "H", "H", "H", "H", "H", "H", "H", "H", "H", "C", "C", "C", "O", "C", "N", "H", "H", "H", "H", "H", "H", "H", "H", "H", "H", "H", "C", "C", "C", "O", "C", "N", "H", "H", "H", "H", "H", "H", "H", "H", "H", "H", "H", "C", "C", "O", "O", "H", "H", "H", "H", "H", "H", "C", "C", "O", "O", "H", "H", "H", "H", "H", "H", "C", "C", "O", "O", "H", "H", "H", "H", "H", "H", "C", "C", "O", "O", "H", "H", "H", "H", "H", "H", "C", "C", "O", "O", "H", "H", "H", "H", "H", "H", "C", "C", "O", "O", "H", "H", "H", "H", "H", "H", "C", "C", "O", "O", "H", "H", "H", "H", "H", "H", "C", "C", "O", "O", "H", "H", "H", "H", "H", "H", "C", "C", "O", "O", "H", "H", "H", "H", "H", "H"], "coordinates": [[-4.02127, -16.43051, -19.77475], [-5.32720, -17.14569, -19.25726], [-6.33033, -16.09847, -18.79702], [-6.05719, -15.42855, -17.54517], [-6.38097, -16.14785, -16.39803], [-5.93257, -17.86476, -20.42442], [-3.20616, -17.14167, -19.90867], [-3.81936, -15.73728, -18.95820], [-4.24596, -15.90306, -20.70180], [-5.01262, -17.82265, -18.46299], [-7.27655, -16.62162, -18.65890], [-6.35702, -15.27895, -19.51520], [-7.42040, -16.47593, -16.39100], [-6.09657, -15.50097, -15.56811], [-5.80671, -17.07340, -16.35704], [-6.23439, -17.26908, -21.18217], [-6.73882, -18.39059, -20.11855], [-11.35591, -21.97147, -29.69826], [-11.65246, -20.99959, -28.50921], [-11.78259, -21.70127, -27.15149], [-12.39218, -20.85833, -26.23315], [-12.89158, -21.53491, -25.04646], [-10.50886, -20.12200, -28.42323], [-12.27297, -22.36949, -30.13262], [-10.56845, -22.68427, -29.45347], [-10.96753, -21.41839, -30.55346], [-12.50875, -20.33791, -28.63984], [-10.89656, -22.20699, -26.76768], [-12.52802, -22.49070, -27.24751], [-12.09885, -21.46349, -24.30176], [-13.33001, -22.51581, -25.23011], [-13.70099, -21.02256, -24.52642], [-9.67216, -20.68597, -28.37879], [-10.58963, -19.78620, -27.47411], [-14.71066, -24.07860, -17.28446], [-14.92513, -23.75790, -18.83665], [-13.73195, -23.01581, -19.54871], [-13.30061, -21.76717, -19.00039], [-12.16771, -21.13362, -19.74805], [-15.27380, -25.05392, -19.39195], [-15.58399, -24.29700, -16.66989], [-14.32268, -23.13694, -16.89610], [-13.93743, -24.83110, -17.12963], [-15.85841, -23.21372, -18.98139], [-13.85894, -22.80638, -20.61083], [-12.93056, -23.71819, -19.31951], [-12.32436, -21.07921, -20.82536], [-11.25742, -21.72687, -19.66141], [-11.86311, -20.16939, -19.34113], [-15.01914, -25.75826, -18.71434], [-14.87109, -25.19579, -20.30726], [-10.39433, -24.57819, -21.76807], [-11.24909, -25.65438, -22.41018], [-11.51583, -25.30164, -23.70862], [-10.39525, -24.66769, -20.37057], [-10.74116, -23.58957, -22.06882], [-9.37235, -24.67497, -22.13456], [-12.19558, -25.89495, -21.92605], [-10.76279, -26.62634, -22.49326], [-11.50964, -26.14250, -24.17180], [-9.77938, -24.06057, -19.95381], [-12.88522, -16.39365, -24.22138], [-13.10550, -15.22940, -25.22195], [-14.38441, -15.64813, -25.83650], [-11.86532, -16.12585, -23.35136], [-12.76132, -17.31377, -24.79246], [-13.79503, -16.64854, -23.67789], [-12.30185, -15.28438, -25.95627], [-13.18337, -14.29636, -24.66386], [-14.24642, -16.36691, -26.45772], [-12.14540, -16.25915, -22.44285], [-9.93832, -20.06119, -23.01521], [-8.74452, -19.83262, -22.13428], [-9.18137, -19.53172, -20.80455], [-10.75920, -18.96309, -23.01170], [-10.54584, -20.93394, -22.77582], [-9.57523, -20.19495, -24.03422], [-8.28724, -18.96790, -22.61517], [-7.97524, -20.60403, -22.16970], [-9.70893, -18.74026, -20.93443], [-10.61549, -18.36407, -23.74799], [-6.39471, -19.27835, -25.10570], [-5.28456, -19.08408, -26.27726], [-5.52712, -19.65936, -27.56047], [-6.34115, -20.54577, -24.42412], [-7.37856, -19.10471, -25.54158], [-6.22660, -18.50865, -24.35245], [-4.42951, -19.61183, -25.85482], [-5.08956, -18.02601, -26.45208], [-5.36304, -18.98434, -28.22307], [-6.51165, -21.21423, -25.09171], [-6.27343, -23.17366, -19.54075], [-7.09737, -21.84874, -19.58541], [-8.46221, -22.03582, -19.33374], [-6.23022, -23.93719, -20.74204], [-6.43280, -23.85708, -18.70672], [-5.21954, -23.00975, -19.31593], [-6.81609, -21.37349, -20.52515], [-6.71723, -21.27095, -18.74294], [-9.09708, -21.36393, -19.59280], [-5.53330, -23.59748, -21.30818], [-3.47221, -20.09589, -21.77512], [-3.49729, -21.36539, -22.66882], [-4.69878, -22.04868, -22.70077], [-3.92601, -18.86808, -22.35028], [-2.41117, -19.91419, -21.60402], [-3.86795, -20.23178, -20.76863], [-2.69853, -22.02503, -22.32972], [-3.45090, -20.88265, -23.64498], [-5.39948, -21.65197, -23.22349], [-4.61508, -18.55350, -21.76053], [-7.95856, -22.41624, -27.78931], [-7.99753, -22.59755, -26.21807], [-6.75136, -22.94758, -25.66330], [-7.76616, -21.13246, -28.30972], [-8.94035, -22.77039, -28.10359], [-7.14885, -22.99380, -28.23529], [-8.72441, -23.28081, -25.77885], [-8.32958, -21.66682, -25.75808], [-6.51682, -23.86249, -25.83515], [-7.06501, -20.65297, -27.86241], [-10.29013, -15.75946, -20.43092], [-9.75652, -14.83489, -19.35068], [-10.17858, -15.17770, -18.04907], [-9.91113, -17.06876, -20.35821], [-9.97950, -15.31991, -21.37876], [-11.37059, -15.83688, -20.55218], [-10.33046, -13.92551, -19.52878], [-8.68554, -14.63464, -19.38216], [-10.04305, -14.36551, -17.55553], [-10.34320, -17.54584, -19.64595], [-8.74933, -15.18395, -25.90819], [-8.83161, -16.38106, -25.07143], [-9.58995, -17.45665, -25.65413], [-8.58129, -15.45405, -27.25245], [-7.87846, -14.61073, -25.59020], [-9.60525, -14.51062, -25.86223], [-9.25884, -16.35478, -24.06899], [-7.87743, -16.75844, -24.70370], [-9.09896, -17.52729, -26.47605], [-8.53574, -14.66701, -27.80026]], "lowdin_charge": [-0.0368, -0.3710, -0.2010, -0.1927, -0.1215, 0.0482, 0.0732, 0.0761, 0.0788, 0.1355, 0.1095, 0.1267, 0.0836, 0.0970, 0.0788, 0.0823, 0.0624, -0.0391, -0.3962, -0.2388, -0.1832, -0.0672, 0.0460, 0.0714, 0.0608, 0.0774, 0.1382, 0.1157, 0.1143, 0.0607, 0.0851, 0.0792, 0.0196, 0.0543, -0.0035, -0.2661, -0.1395, -0.1611, -0.0102, 0.2941, 0.0964, 0.0905, 0.0938, 0.1870, 0.1380, 0.1333, 0.0858, 0.0694, 0.0940, 0.1367, 0.1417, -0.2364, -0.2846, -0.0548, -0.0668, 0.1072, 0.1305, 0.1026, 0.1264, 0.0945, 0.0657, -0.2940, -0.1558, -0.0930, -0.0591, 0.1120, 0.1243, 0.1108, 0.1216, 0.0763, 0.0732, -0.2737, -0.2019, -0.0849, -0.0461, 0.0975, 0.1176, 0.1149, 0.1109, 0.0248, 0.0607, -0.1685, -0.1586, -0.0743, -0.0933, 0.0949, 0.1014, 0.1115, 0.1198, 0.1014, 0.0312, -0.2227, -0.2256, -0.0733, -0.0802, 0.1157, 0.1118, 0.0982, 0.1133, 0.0421, 0.0477, -0.2347, -0.2284, -0.0786, -0.0923, 0.1055, 0.1111, 0.1248, 0.1132, 0.0459, 0.0032, -0.2048, -0.2093, -0.0739, -0.0785, 0.0856, 0.1246, 0.1164, 0.1015, 0.1109, 0.0422, -0.2529, -0.2290, -0.0593, -0.0615, 0.1260, 0.1187, 0.1237, 0.1103, 0.0904, 0.1074, -0.2708, -0.2357, -0.0654, -0.0415, 0.1252, 0.1234, 0.1107, 0.1006, 0.0700, 0.1039], "gap_ev": [7.55, 1.80], "e_homo_ev": [-10.281, -10.281], "charge": 1, "lumo_energy_ev": [-2.73, -8.48], "spin_multiplicity": 2}